Run w
Molecular formula: C3H10N2O2
Method: DFT, the ωB97M-V functional and the def2-TZVPD basis

Structure (XYZ):
```
17
Properties=species:S:1:pos:R:3:mulliken_spin:R:1
O -1.48 0.14 -0.42 0.20
C -0.50 0.85 -0.54 -0.06
N 0.70 0.33 -0.06 0.31
C 0.88 -0.88 0.74 0.00
N 2.17 -1.41 0.43 0.53
C -0.39 2.17 -1.34 0.03
H 1.49 0.92 -0.09 -0.02
H 0.93 -0.73 1.83 0.01
H 0.14 -1.64 0.49 0.04
H 3.00 -1.08 0.85 -0.02
H 2.35 -1.72 -0.55 -0.02
H -1.26 2.12 -2.02 0.00
H -0.48 3.06 -0.72 -0.01
H 0.42 2.36 -2.04 0.00
H -2.91 -0.94 1.65 0.00
H -2.37 -1.77 0.45 0.00
O -2.72 -1.80 1.35 0.00
```

As for the charge: +1. Its spin multiplicity is 2. The value obtained for the molar mass is 106.125 g/mol. The LUMO energy (alpha / beta) comes out at -3.50 / -9.16 eV. The expectation value of S² is 0.76.

***

Run x
Molecular formula: C3H10N2O2
Method: DFT, the ωB97M-V functional and the def2-TZVPD basis

Structure (XYZ):
```
17
Properties=species:S:1:pos:R:3:mulliken_spin:R:1
C -0.40 -0.29 -2.00 0.03
C 0.29 -0.07 -0.63 0.13
C -0.60 0.89 0.19 0.00
N 0.10 1.84 0.82 0.03
O -1.80 0.81 0.17 0.09
N 0.01 -1.57 -2.45 0.72
H -0.02 0.42 -2.73 0.00
H -1.49 -0.27 -1.89 0.02
H 1.28 0.34 -0.82 0.00
H 0.45 -1.01 -0.09 0.01
H -0.33 2.36 1.58 0.00
H 1.10 1.82 0.99 0.00
H 0.99 -1.64 -2.78 -0.01
H -0.14 -2.34 -1.79 -0.01
H -0.48 -0.76 4.03 0.00
H 0.86 -0.49 3.44 0.00
O 0.17 -0.04 3.94 0.00
```

As for the charge: +1. Its spin multiplicity is 2. The value obtained for the molar mass is 106.125 g/mol. The LUMO energy (alpha / beta) comes out at -3.54 / -8.77 eV. The expectation value of S² is 0.76.

***

It is run x that is most stable; the runner-up trails by 53.5 kJ/mol.

***

Run w
Molecular formula: C4H9NO2
Method: DFT, the ωB97M-V functional and the def2-TZVPD basis

Structure (XYZ):
```
16
Properties=species:S:1:pos:R:3:lowdin_charge:R:1
C 2.34 0.45 1.02 -0.14
N 1.06 0.87 0.51 -0.11
C 0.14 -0.17 0.19 -0.18
C -0.40 -0.15 -1.20 -0.48
O 0.16 0.24 -2.19 0.12
O -1.68 -0.62 -1.20 -0.03
C -2.51 -0.78 0.05 -0.02
H 2.17 -0.22 1.87 0.08
H 2.86 1.32 1.42 0.08
H 2.99 -0.06 0.29 0.08
H 1.11 1.54 -0.25 0.11
H -0.76 -0.05 0.78 0.07
H 0.50 -1.19 0.40 0.15
H -2.78 -1.83 0.02 0.09
H -3.33 -0.09 -0.13 0.09
H -2.20 -0.58 1.10 0.09
```

As for the charge: 0. The value obtained for the molar mass is 103.121 g/mol. The LUMO energy comes out at 0.74 eV.

***

Run x
Molecular formula: C4H9NO2
Method: DFT, the ωB97M-V functional and the def2-TZVPD basis

Structure (XYZ):
```
16
Properties=species:S:1:pos:R:3:lowdin_charge:R:1
C 2.12 -0.22 -1.31 -0.12
N 0.98 0.07 -0.48 -0.03
C 1.01 0.71 0.61 -0.23
O -0.10 0.96 1.31 -0.05
C -1.35 0.78 0.61 -0.16
C -1.92 -0.64 0.63 -0.25
O -1.28 -1.58 -0.19 -0.08
H 2.12 -1.29 -1.50 0.08
H 1.98 0.27 -2.29 0.08
H 3.10 0.08 -0.91 0.08
H 1.89 1.15 1.11 0.15
H -2.05 1.44 1.14 0.12
H -1.22 1.12 -0.42 0.13
H -1.97 -0.99 1.68 0.12
H -2.96 -0.55 0.26 0.12
H -0.35 -1.31 -0.24 0.04
```

As for the charge: 0. The value obtained for the molar mass is 103.121 g/mol. The LUMO energy comes out at 0.96 eV.

***

It is run x that is most stable; the runner-up trails by 53.3 kJ/mol.

***

Run w
Molecular formula: C4H9NO2
Method: DFT, the ωB97M-V functional and the def2-TZVPD basis

Structure (XYZ):
```
16
Properties=species:S:1:pos:R:3:lowdin_charge:R:1
C -1.41 -0.10 -1.72 -0.10
C -0.69 1.13 -1.02 -0.25
N 0.28 0.83 0.07 -0.08
C 0.13 -0.48 0.81 -0.14
C 1.24 -0.41 1.80 -0.53
O 1.34 0.34 2.74 0.11
O 2.20 -1.35 1.59 0.07
H -1.85 0.10 -2.77 0.09
H -2.28 -0.43 -1.07 0.09
H -0.75 -0.82 -1.95 0.00
H -1.47 1.83 -0.39 0.14
H -0.39 1.88 -1.72 0.07
H 1.36 0.77 -0.14 0.16
H -0.77 -0.46 1.28 0.09
H 0.10 -1.41 0.22 0.12
H 2.94 -1.42 2.27 0.16
```

As for the charge: 0. The value obtained for the molar mass is 103.121 g/mol. The LUMO energy comes out at 0.70 eV.

***

Run x
Molecular formula: C4H9NO2
Method: DFT, the ωB97M-V functional and the def2-TZVPD basis

Structure (XYZ):
```
16
Properties=species:S:1:pos:R:3:lowdin_charge:R:1
C 0.31 -0.90 1.50 0.04
C 1.06 -0.42 0.50 -0.50
N 2.34 0.08 0.63 0.13
O 0.69 -0.47 -0.82 -0.02
C -0.41 0.38 -1.20 -0.44
C -1.77 -0.20 -0.86 -0.03
O -0.25 1.67 -0.70 0.01
H 0.62 -0.80 2.53 0.05
H -0.57 -1.51 1.29 0.05
H 2.60 0.81 -0.01 0.10
H 2.64 0.26 1.58 0.09
H -0.30 0.46 -2.29 0.15
H -1.97 -0.13 0.21 0.07
H -1.83 -1.25 -1.16 0.09
H -2.54 0.36 -1.40 0.09
H -0.60 1.67 0.20 0.10
```

As for the charge: 0. The value obtained for the molar mass is 103.121 g/mol. The LUMO energy comes out at 0.94 eV.

***

It is run x that is most stable; the runner-up trails by 87.6 kJ/mol.

***

Run w
Molecular formula: C4H9NO2
Method: DFT, the ωB97M-V functional and the def2-TZVPD basis

Structure (XYZ):
```
16
Properties=species:S:1:pos:R:3:lowdin_charge:R:1
C -2.50 0.14 -0.19 -0.11
C -1.00 0.40 -0.24 -0.24
C -0.22 -0.36 0.82 -0.19
O 1.11 0.15 0.82 -0.02
C 1.98 -0.51 0.02 -0.63
N 2.93 0.35 -0.44 0.18
O 1.92 -1.69 -0.25 0.08
H -2.90 0.43 0.79 0.07
H -3.02 0.72 -0.96 0.07
H -2.72 -0.92 -0.35 0.08
H -0.59 0.13 -1.22 0.12
H -0.79 1.46 -0.09 0.12
H -0.62 -0.18 1.82 0.13
H -0.19 -1.44 0.63 0.12
H 3.71 -0.02 -0.95 0.11
H 2.89 1.33 -0.21 0.11
```

As for the charge: 0. The value obtained for the molar mass is 103.121 g/mol. The LUMO energy comes out at 0.95 eV.

***

Run x
Molecular formula: C4H9NO2
Method: DFT, the ωB97M-V functional and the def2-TZVPD basis

Structure (XYZ):
```
16
Properties=species:S:1:pos:R:3:lowdin_charge:R:1
C 1.84 0.95 0.35 -0.05
C 0.69 0.06 -0.51 -0.36
O 1.24 -0.87 -1.41 -0.02
C -0.21 -0.75 0.46 -0.14
N -1.52 -0.20 0.75 0.02
C -2.52 -0.24 -0.17 -0.37
O -2.43 -0.79 -1.25 0.02
H 1.42 1.62 1.13 0.08
H 2.49 1.62 -0.27 0.07
H 2.45 0.19 0.80 0.05
H 0.48 1.06 -0.80 0.10
H 1.30 -0.53 -2.30 0.10
H -0.34 -1.78 0.11 0.13
H 0.34 -0.80 1.40 0.12
H -1.67 0.31 1.60 0.13
H -3.43 0.29 0.16 0.13
```

As for the charge: 0. The value obtained for the molar mass is 103.121 g/mol. The LUMO energy comes out at 0.78 eV.

***

It is run w that is most stable; the runner-up trails by 200.6 kJ/mol.

***

Run w
Molecular formula: C4H9NO2
Method: DFT, the ωB97M-V functional and the def2-TZVPD basis

Structure (XYZ):
```
16
Properties=species:S:1:pos:R:3:lowdin_charge:R:1
C -1.11 0.89 0.89 -0.03
C -1.75 -0.91 -0.15 0.02
N -0.68 -0.95 -0.92 0.06
C 0.24 -0.30 0.17 -0.70
O 0.68 -1.06 1.02 0.02
O 1.01 0.63 -0.51 -0.11
C 2.39 0.23 -0.55 -0.06
H -1.07 1.79 0.26 0.05
H -2.18 0.76 1.16 0.05
H -0.60 1.05 1.84 0.06
H -1.66 -1.42 0.81 0.11
H -2.75 -0.76 -0.55 0.12
H -0.73 -0.38 -1.76 0.13
H 2.86 0.83 -1.34 0.09
H 2.87 0.43 0.41 0.09
H 2.48 -0.83 -0.78 0.09
```

As for the charge: 0. The value obtained for the molar mass is 103.121 g/mol. The LUMO energy comes out at -0.22 eV.

***

Run x
Molecular formula: C4H9NO2
Method: DFT, the ωB97M-V functional and the def2-TZVPD basis

Structure (XYZ):
```
16
Properties=species:S:1:pos:R:3:lowdin_charge:R:1
C -2.39 -0.70 -0.07 -0.10
C -0.89 -0.43 -0.28 -0.22
C -0.71 1.01 -0.68 -0.27
O -0.08 1.85 -0.08 0.03
H -2.71 -0.35 0.92 0.08
H -2.62 -1.76 -0.15 0.08
H -2.99 -0.17 -0.82 0.07
H -0.30 -0.65 0.61 0.11
H -0.52 -1.06 -1.10 0.12
H -1.25 1.29 -1.61 0.13
N 2.31 0.65 1.04 0.13
C 2.56 -0.27 0.07 -0.44
O 3.29 -1.23 0.16 0.00
H 2.74 0.51 1.94 0.11
H 1.57 1.33 0.91 0.06
H 2.00 -0.03 -0.87 0.12
```

As for the charge: 0. The value obtained for the molar mass is 103.121 g/mol. The LUMO energy comes out at 0.65 eV.

***

Run y
Molecular formula: C4H9NO2
Method: DFT, the ωB97M-V functional and the def2-TZVPD basis

Structure (XYZ):
```
16
Properties=species:S:1:pos:R:3:lowdin_charge:R:1
C 0.78 0.52 -1.45 -0.04
C 0.49 -0.61 -0.46 -0.46
O 1.50 -1.60 -0.47 -0.04
C 0.40 -0.09 0.97 -0.08
C -0.82 0.80 1.15 -0.55
N -2.01 0.15 1.05 0.16
O -0.75 2.01 1.31 0.05
H 1.83 0.79 -1.38 0.09
H 0.18 1.41 -1.22 0.08
H 0.56 0.22 -2.48 0.08
H -0.48 -1.08 -0.72 0.13
H 1.60 -1.92 -1.37 0.09
H 0.37 -0.94 1.66 0.13
H 1.29 0.51 1.20 0.13
H -2.86 0.69 1.19 0.11
H -2.08 -0.85 1.02 0.10
```

As for the charge: 0. The value obtained for the molar mass is 103.121 g/mol. The LUMO energy comes out at 0.76 eV.

***

Run z
Molecular formula: C4H9NO2
Method: DFT, the ωB97M-V functional and the def2-TZVPD basis

Structure (XYZ):
```
16
Properties=species:S:1:pos:R:3:lowdin_charge:R:1
O -2.49 1.96 0.67 0.05
C -1.34 2.24 0.87 -0.27
C -0.16 1.27 0.68 -0.15
C -0.68 -0.12 0.23 -0.24
N 0.31 -1.14 0.20 -0.05
C 1.19 -1.28 -0.94 -0.31
O 1.13 -2.62 -1.36 -0.04
H -1.03 3.22 1.28 0.11
H 0.26 1.31 1.70 0.11
H 0.65 1.71 0.09 0.11
H -1.31 0.18 -0.62 0.12
H -1.39 -0.38 1.02 0.12
H 0.00 -2.01 0.58 0.11
H 2.20 -1.01 -0.59 0.11
H 0.93 -0.56 -1.72 0.12
H 1.72 -2.76 -2.10 0.09
```

As for the charge: 0. The value obtained for the molar mass is 103.121 g/mol. The LUMO energy comes out at 0.84 eV.

***

It is run y that is most stable; the runner-up trails by 57.0 kJ/mol.